(1)
Density functional theory data (wB97M-V/def2-TZVPD) for a cluster of 2 separate species, C29H60BClIN2O7 in total.

## Properties
2S+1: 1
Charge: +1

XYZ file:
```
101
C29H60BClIN2O7 wB97M-V/def2-TZVPD
H -2.98 2.62 -1.38
H -3.00 1.21 4.36
H -4.89 -3.91 0.95
H 1.07 -3.28 0.09
C 0.55 -1.69 -1.32
H 2.03 0.77 2.34
H 5.63 0.52 -0.24
H -4.09 -3.23 -0.47
H 0.21 0.58 0.30
H -5.78 -0.26 0.17
H 1.75 3.18 -2.41
C -2.79 0.50 -1.53
C 5.97 -1.64 1.51
H -5.04 0.07 -2.27
C 2.35 -0.22 2.00
H 1.53 -3.60 -1.59
H 2.80 2.57 -3.69
H -2.38 2.04 2.94
H 1.59 2.22 0.45
H -4.47 1.76 -1.52
C -4.73 -2.99 0.38
H -4.20 -2.29 1.02
H 1.56 -0.68 1.41
H -7.22 -3.39 1.52
B -0.23 2.68 -0.06
C -3.51 1.75 -1.00
H -8.05 -0.40 -0.64
C 5.56 -2.23 0.17
H 8.32 0.64 0.63
H 6.25 1.73 0.88
H 0.80 -0.31 -3.73
H 7.53 -0.55 -0.43
C -2.84 0.56 -3.07
H 1.80 0.81 -1.39
H -6.53 -3.03 -0.80
C 7.81 -0.32 0.59
H -4.14 -0.19 2.92
O -3.77 0.85 -3.74
H -5.18 1.18 2.53
H 5.12 -1.58 2.17
H 0.79 1.38 -4.15
C 0.75 0.69 -3.29
C -3.74 1.96 0.51
H -1.53 -1.75 -1.69
O 3.53 -0.14 1.19
C 0.76 -3.15 -0.95
H 1.28 -1.07 -0.78
H -7.59 -1.42 -2.00
C 6.02 0.31 3.92
H 6.54 0.23 4.88
C 5.69 0.80 0.81
H -4.72 2.42 0.65
C -1.18 0.36 -1.28
H 3.91 1.83 0.66
C -7.25 -0.61 -1.35
C -0.64 1.15 -0.07
C -0.66 0.87 -2.70
H 0.76 -1.60 -2.38
H -7.13 0.28 -1.96
H -0.15 -3.73 -1.09
H -4.84 -1.66 -2.38
H 4.84 -1.60 -0.36
C -5.94 -0.98 -0.64
C -6.07 -2.39 -0.03
H -6.51 -1.85 2.02
H -0.12 2.78 -2.59
H -1.50 3.95 -0.99
I 3.60 -0.34 -2.92
H 4.25 1.42 2.34
O -3.48 -0.70 -1.16
O 1.07 3.01 0.26
C -7.00 -2.37 1.18
H 5.55 1.30 3.90
N 6.58 -0.25 1.45
C -4.14 0.84 2.55
H -7.94 -1.87 0.98
N -1.60 0.23 -3.58
O -1.09 3.75 -0.14
H 6.74 -2.26 1.98
H -3.81 2.65 3.76
H 3.36 2.64 -2.01
H 8.46 -1.10 0.98
H 2.53 -0.85 2.87
H 7.77 -0.64 3.10
C -4.83 -0.81 -1.67
C -3.29 1.74 3.46
H -3.00 2.68 0.89
C 1.98 1.02 -2.44
C 2.51 2.43 -2.65
C -0.85 -1.17 -1.07
H -1.40 1.03 0.71
Cl -1.19 -1.61 0.64
O -0.94 2.29 -2.76
C 4.29 1.03 1.32
H -1.53 0.53 -4.55
C 7.06 0.14 2.83
H 5.24 -0.45 3.91
H 5.06 -3.18 0.37
O -3.66 0.75 1.22
H 7.63 1.06 2.69
H 6.41 -2.44 -0.48
```

Atom charges from the Löwdin analysis, given in e for atoms 1 to 6:
1 H 0.11
2 H 0.07
3 H 0.08
4 H 0.06
5 C -0.32
6 H 0.10

***

(2)
Density functional theory data (wB97M-V/def2-TZVPD) for a cluster of 11 separate species, C29H60N10O26 in total.

## Properties
2S+1: 1
Structure (SMILES): CCCCOC1=C(OCCOCC)C(=O)C(CCO)=C(CCC)C1=O.C[N+](=O)[O-].C[N+](=O)[O-].C[N+](=O)[O-].C[N+](=O)[O-].C[N+](=O)[O-].C[N+](=O)[O-].C[N+](=O)[O-].C[N+](=O)[O-].C[N+](=O)[O-].C[N+](=O)[O-]

XYZ file:
```
125
C29H60N10O26 wB97M-V/def2-TZVPD
C 4.31 -6.25 0.76
O -6.50 -4.14 -4.48
O 7.64 -6.10 -0.18
H 0.46 0.15 0.20
H -3.85 3.56 -1.05
H 9.52 -4.66 -0.58
H -2.01 2.40 -2.19
N 3.96 -4.93 1.36
H 8.86 -3.46 0.58
H 2.57 2.19 5.09
H -4.08 -5.12 -4.68
H -2.32 -5.20 -5.01
O -2.71 3.01 0.61
H -7.88 -2.06 -3.81
H -0.99 -4.83 3.63
N 0.54 2.35 5.60
H -3.39 -6.55 -5.49
H -4.29 2.06 -0.22
N -1.98 -3.58 2.26
O -4.63 -5.05 -7.20
O 1.84 2.05 1.30
O -0.31 3.01 6.16
O -2.68 -4.14 -7.14
H -3.20 -0.77 -1.67
H 9.96 -4.74 1.16
C -6.92 -1.88 -4.29
O -9.18 -3.67 -6.17
C -2.03 -0.41 -3.44
H 3.36 3.93 0.64
H 2.64 9.53 -2.15
C 0.60 -0.64 2.22
O -9.76 -4.25 -8.17
H -1.94 -1.48 -3.67
C 0.71 6.02 -1.28
H 3.83 -1.90 1.95
H -1.88 -3.44 4.34
H -8.22 -6.08 -8.01
H -2.07 0.15 -4.37
C -1.79 -0.05 6.67
H 1.36 10.33 -3.10
C 0.98 2.70 0.74
H -6.41 -1.02 -3.85
C 3.38 2.81 -1.19
O -5.02 -2.95 -3.48
O 4.48 -4.66 2.43
H 4.00 2.15 -0.59
H 1.01 0.18 2.81
C -8.17 -5.53 -7.08
H -1.14 -0.14 -2.87
N -0.95 -1.13 7.24
N -3.55 -4.84 -6.67
O -0.13 -0.83 8.09
H 1.92 8.51 0.22
H 4.02 -7.02 1.47
H 1.91 3.86 5.15
O 1.60 8.19 -0.63
C 1.93 2.88 5.63
O 7.52 -5.29 1.81
C -0.46 2.35 0.87
N 8.02 -5.36 0.71
H 1.01 -2.95 7.71
H 1.69 6.04 -1.74
H -7.05 -1.77 -5.36
H -0.34 -3.17 3.48
O 3.97 9.27 -4.13
C -3.31 -5.48 -5.35
O 3.06 11.06 -4.90
H 3.68 4.09 -2.93
H 1.39 -2.62 2.06
H -1.60 -0.02 5.60
C -0.98 4.52 -0.17
O 1.13 -2.96 5.13
O 2.90 -1.86 5.65
H 3.78 -6.35 -0.17
H 1.77 -1.57 0.67
C -0.19 -0.02 1.07
N -9.12 -4.39 -7.15
O -3.62 1.14 -2.37
H 2.79 -2.87 7.84
H -1.51 0.89 7.14
C 1.95 -3.24 7.27
C -2.67 1.81 -1.55
H -2.83 -0.29 6.88
C 1.70 -1.61 1.76
C -3.45 2.66 -0.56
H 4.41 2.48 -3.08
O 3.19 -4.22 0.76
H 2.52 2.24 -1.56
H -7.17 -5.12 -6.92
C 0.46 4.77 -0.49
H -0.13 -1.13 2.88
C 9.19 -4.48 0.44
O -2.32 -2.45 1.99
C -1.39 3.23 0.44
H 2.99 -1.47 3.47
C 2.86 3.99 -0.32
C -3.30 -0.21 -2.62
C 1.39 3.89 -0.07
H 0.43 7.02 0.64
H 3.32 -0.24 2.23
N 3.21 10.21 -4.05
O -1.11 -2.25 6.80
C 0.51 7.29 -0.42
H -2.06 1.07 -1.01
C 2.40 10.35 -2.81
H 2.66 11.31 -2.37
C 4.20 3.30 -2.39
O 0.35 1.30 5.02
H 2.01 -4.32 7.15
H 3.13 4.94 -0.79
H 5.39 -6.26 0.61
O -0.85 1.21 1.45
H -8.47 -6.15 -6.24
C 3.05 -1.28 2.40
H -0.03 6.05 -2.08
O -1.82 5.37 -0.41
N 2.01 -2.64 5.91
H -0.99 -0.70 0.78
O -2.18 -4.55 1.56
C -1.23 -3.78 3.53
H 5.16 3.70 -2.06
N -6.08 -3.08 -4.06
H -0.43 7.79 -0.68
H 2.22 2.97 6.67
H -4.12 -0.68 -3.16
```

Atom charges from the Löwdin analysis, given in e for atoms 1 to 6:
1 C 0.05
2 O 0.06
3 O 0.06
4 H 0.12
5 H 0.13
6 H 0.09

***

So what do the calculations give for HOMO level? Going down the list: -10.7; -8.9 eV.
So what do the calculations give for F_max? Going down the list: 1.5; 0.7 eV Å⁻¹.
So what do the calculations give for total energy? Going down the list: -2559.74476; -3643.77525 Eh.